Formula: C3H4NOP
Source: the Open Molecules 2025 dataset
Level of theory: wB97M-V/def2-TZVPD

Output
F_max	0.0989	Eh/bohr
DFT total energy	-587.935116	hartree
net charge	0
SMILES string	O=[PH3].C#CC#N
M	101.04	g mol⁻¹
HOMO-LUMO gap	10.9	eV
multiplicity	1
HOMO	-10.502	eV
ΔE to the lowest compared entry with this formula, charge and spin	57.28	kcal per mole

The geometry in XYZ format:
```
10
Properties=species:S:1:pos:R:3:forces:R:3
P -1.75032 0.00329 -0.04070 -4.669 -1.612 -1.213
O -0.81955 1.02099 0.35770 2.086 2.310 0.544
N 0.21874 -1.75691 0.15753 0.910 0.133 -0.083
C 1.95110 0.07540 -0.07038 0.651 1.516 0.449
C 0.96830 -0.87969 0.07705 0.100 -0.962 -0.278
C 2.72157 1.00736 -0.01617 -3.177 -3.842 -0.367
H 3.45023 1.66848 0.10648 2.520 2.573 0.219
H -1.86730 -1.08313 0.85441 -0.099 0.058 -0.508
H -1.67428 -0.53393 -1.42601 -0.017 0.367 1.501
H -3.19849 0.47815 0.00009 1.697 -0.539 -0.264
```
Forces are in eV/Å.